Below is C10H10N2 as an isolated structure, with properties calculated with ωB97M-V with the def2-TZVPD basis set.

Its spin multiplicity is 1. The value obtained for the orbital gap is 0.2517 Eh. The HOMO energy comes out at -6.744 eV. Its energy above the lowest of the compared OMol25 structures with the same formula, charge and spin is 10.612 eV.

Structure (XYZ):
```
22
Properties=species:S:1:pos:R:3:forces:R:3
C 0.5167 0.2811 -1.8807 -1.202 -0.115 1.098
C 0.5637 1.4990 -2.5788 2.926 -2.481 -4.740
C 0.5154 2.6064 -1.8962 0.182 5.879 0.042
C 0.4115 2.5308 -0.5370 -0.036 3.865 2.354
C 0.2951 1.3737 0.0766 0.655 1.374 0.932
C -1.5549 -0.6783 1.1621 0.864 1.092 0.999
C -1.6400 -2.0485 1.4302 -0.108 -0.459 -0.451
C -0.5050 -2.7920 1.4291 -0.273 0.419 0.067
C 0.7261 -2.1378 1.2643 1.757 1.020 0.011
C 0.7602 -0.7728 1.0645 -0.645 -3.174 3.598
H 0.5862 -0.6830 -2.2702 0.272 -1.201 -1.594
H 1.0905 1.6632 -3.6621 -1.990 -1.178 2.344
H 0.6690 3.6329 -2.3952 -0.346 -1.749 0.712
H 0.4448 3.3323 0.3272 0.054 -0.721 -2.835
H 0.1403 1.5588 1.1958 1.613 0.272 -1.988
H -2.4354 -0.0350 1.2705 0.264 -0.119 -0.404
H -2.5827 -2.5157 1.6373 -0.407 -0.056 0.029
H -0.5537 -3.8225 1.6690 0.097 -0.868 0.047
H 1.6741 -2.7027 1.3142 -0.606 0.397 -0.008
H 1.6208 -0.1547 0.9620 0.955 -0.165 0.327
N 0.2172 0.1347 -0.5622 3.336 6.628 -10.429
N -0.3867 -0.0551 0.9547 -7.363 -8.661 9.888
```
Forces are in eV/Å.



Below is one molecule with the formula C4H6O2, with properties calculated with ωB97M-V with the def2-TZVPD basis set.

Its spin multiplicity is 1. The value obtained for the orbital gap (spin up / spin down) is 0.2251 / 0.3239 Eh. The HOMO energy (spin up / spin down) comes out at -6.285 / -7.927 eV. Its energy above the lowest of the compared OMol25 structures with the same formula, charge and spin is 4.667 eV.

Structure (XYZ):
```
12
Properties=species:S:1:pos:R:3:forces:R:3
O 0.2207 -1.4375 -1.2361 0.193 -0.019 0.964
C 0.2059 -0.8153 0.0315 -0.579 -0.273 -0.512
C -1.0629 -0.0806 0.4334 -0.180 -0.070 0.111
C -0.6149 1.2141 -0.0966 -2.799 0.651 -0.527
O 0.6358 1.5277 -0.0382 2.725 -1.187 0.575
C 1.2817 0.1428 0.2671 0.759 1.703 -0.255
H 0.0398 -2.3658 -1.0523 -0.113 0.017 -0.302
H -1.9694 -0.4126 -0.0833 0.193 -0.114 0.108
H -1.2650 -0.0684 1.5216 0.131 -0.135 -0.194
H -1.2260 1.9573 -0.5994 -0.152 -0.171 0.073
H 1.6478 0.2538 1.2932 -0.136 -0.268 -0.155
H 2.1065 0.0843 -0.4410 -0.041 -0.133 0.114
```
Forces are in eV/Å.



Below is one molecule with the formula C5H12OS, with properties calculated with ωB97M-V with the def2-TZVPD basis set.

Its spin multiplicity is 1. The value obtained for the orbital gap is 0.3660 Eh. The HOMO energy comes out at -9.094 eV. Its energy above the lowest of the compared OMol25 structures with the same formula, charge and spin is 2.729 eV.

Structure (XYZ):
```
19
Properties=species:S:1:pos:R:3:forces:R:3
C -1.9746 1.2448 0.7536 -0.824 0.890 -2.090
C -0.4571 -1.4623 0.0883 -3.324 0.193 -2.972
C 2.5837 -0.8216 0.0997 -0.600 -0.095 4.255
C -1.2460 1.0836 -0.5806 3.577 -1.736 1.521
C 0.0223 -0.1624 -0.4693 -2.281 3.103 0.205
O 1.9242 1.6033 -0.3854 1.027 2.298 -0.656
S 1.4646 0.5399 0.4809 -2.310 -2.495 -1.815
H -3.0359 1.3757 0.5583 -0.343 -0.280 -0.042
H -1.8774 0.3854 1.3725 0.360 -0.255 0.990
H -1.7164 2.2312 1.0974 0.534 -0.094 1.195
H -1.6552 -1.3940 0.0303 2.578 -0.796 0.140
H -0.1903 -1.7121 1.0502 0.660 -0.480 2.224
H -0.0501 -2.1746 -0.6608 -0.721 -0.350 0.999
H 2.3045 -1.7937 0.5639 0.181 0.846 0.204
H 3.3888 -0.3229 0.6254 1.002 -0.833 0.092
H 2.8631 -1.0358 -0.8472 0.370 0.108 -3.430
H -0.7186 2.0053 -0.8433 -0.040 -0.222 -0.086
H -1.8255 0.7864 -1.4086 -0.852 -0.523 -0.846
H 0.1958 -0.3764 -1.5252 1.005 0.723 0.111
```
Forces are in eV/Å.



Below is C5H12N2O as an isolated structure, with properties calculated with ωB97M-V with the def2-TZVPD basis set.

Its spin multiplicity is 1. The value obtained for the orbital gap is 0.3425 Eh. The HOMO energy comes out at -8.465 eV. Its energy above the lowest of the compared OMol25 structures with the same formula, charge and spin is 4.441 eV.

Structure (XYZ):
```
20
Properties=species:S:1:pos:R:3:forces:R:3
C -1.2977 0.1569 -0.0416 0.202 -0.047 0.632
C 0.5714 0.8252 -1.5947 0.024 -0.946 1.806
C 1.5077 0.8545 0.1773 1.310 2.130 0.226
C -1.4102 -0.3106 1.4096 -0.005 0.022 -0.285
C 0.0196 -0.1796 -0.7436 -0.229 -2.616 -2.892
N 1.7720 -0.1242 1.1582 -0.044 0.009 -0.635
O -2.3233 -0.4210 -0.8393 0.101 0.080 0.063
N 0.4601 -1.4418 -0.7733 -2.014 0.552 0.315
H -2.1058 -1.3585 -0.9293 0.132 -0.013 -0.024
H -1.4673 1.2368 -0.0917 0.007 -0.069 -0.001
H 0.7833 -1.7028 -1.7050 0.570 0.425 0.320
H 2.0122 -1.0154 0.7231 -0.127 0.071 0.153
H 1.0115 -0.2734 1.8042 -0.073 -0.105 -0.104
H 1.3501 0.5258 -2.2899 -0.059 0.050 0.144
H -0.0443 1.6756 -1.8706 0.329 0.319 0.450
H 2.4447 1.0883 -0.3214 -0.130 0.127 -0.056
H 1.0692 1.7369 0.6393 0.041 -0.006 -0.188
H -2.4638 -0.3091 1.6864 0.031 0.021 0.053
H -0.8756 0.3563 2.0866 -0.039 0.069 0.060
H -1.0138 -1.3200 1.5158 -0.028 -0.075 -0.038
```
Forces are in eV/Å.



Below is a 2-piece molecular cluster, C4H8NOS overall, with properties calculated with ωB97M-V with the def2-TZVPD basis set.

Its spin multiplicity is 1. The value obtained for the orbital gap is 0.3389 Eh. The HOMO energy comes out at -14.088 eV. As for the net charge: +1. Its energy above the lowest of the compared OMol25 structures with the same formula, charge and spin is 2.632 eV.

Structure (XYZ):
```
15
Properties=species:S:1:pos:R:3:forces:R:3
C 0.6677 0.4560 -2.0108 0.107 -0.042 -0.249
C -1.7838 0.6135 -1.9782 0.682 2.461 2.943
C 0.7482 -0.7482 1.0918 -1.010 3.185 -1.132
C 0.7523 -0.7170 2.5385 1.909 -2.245 0.282
N 0.2454 0.2181 0.3784 1.567 -2.706 -1.846
O -0.4846 0.2351 -2.4157 2.941 -0.079 -1.055
S 2.1946 0.6804 -2.1553 -1.537 -0.206 0.226
H -2.4206 -0.0263 -2.4992 -1.203 -0.790 -0.583
H -1.9616 1.7290 -2.1356 0.277 -1.612 -0.113
H 1.2966 -1.5952 0.6649 -0.548 0.300 -0.628
H 0.7837 -1.7755 2.8190 -0.234 0.149 0.521
H -0.0380 -0.2339 3.0008 -1.440 1.116 0.760
H 1.7228 -0.3467 2.8684 0.054 0.270 0.151
H -1.6437 0.4143 -0.8876 -1.211 0.075 -0.716
H -0.0790 1.0965 0.7207 -0.354 0.124 1.440
```
Forces are in eV/Å.